(1)
Entry from the OMol25 dataset: C28H38N5O6SSn as an isolated structure (the ωB97M-V functional and the def2-TZVPD basis).

Geometry as XYZ:
```
79
Properties=species:S:1:pos:R:3:forces:R:3
Sn -0.847514 -1.269052 -0.011045 0.0 0.0 0.1
C 6.036884 0.455170 -4.274816 0.0 0.0 0.0
C 4.986046 0.046358 -3.304062 0.1 0.0 0.0
C 5.319065 -0.469447 -2.033447 0.0 0.0 -0.1
C 4.354624 -0.781888 -1.108053 0.0 -0.2 0.2
C 4.831290 -1.409054 0.117314 0.0 0.1 -0.2
N 4.413833 -1.308937 1.329703 -0.1 0.0 0.1
C 3.372316 -0.448457 1.920616 -0.1 -0.1 0.1
C 3.802503 1.017427 1.950498 0.0 0.0 0.0
C 2.781878 1.881573 2.684353 0.0 0.0 0.0
N 1.552313 2.042065 1.902523 0.0 0.0 0.1
C 0.862630 3.121057 1.826290 0.1 0.0 0.0
C -0.400523 3.233137 1.140211 0.0 0.1 0.0
C -1.154500 4.357135 1.352428 0.0 0.0 0.0
C -2.446959 4.496815 0.796178 0.0 0.0 0.0
C -3.276559 5.700013 1.058396 0.0 0.0 0.0
C -2.940098 3.446677 -0.014029 0.0 0.0 0.0
C -2.235198 2.298959 -0.256214 0.0 0.0 0.0
C -2.820856 1.308847 -1.171333 0.0 0.0 0.0
N -2.499672 0.086256 -1.263810 0.0 0.0 0.0
C -3.152527 -0.703839 -2.309103 0.0 0.0 0.0
C -2.124872 -1.398503 -3.203834 0.0 0.0 0.0
C -1.017762 -0.482932 -3.719130 0.0 0.0 -0.1
N 0.143545 -0.440876 -2.816080 -0.1 0.0 0.0
C 1.256928 -0.328899 -3.408484 0.1 0.1 0.0
C 2.606144 -0.263856 -2.808971 0.0 0.0 0.0
C 3.623570 0.090212 -3.658847 0.0 0.0 0.0
C 2.922325 -0.654604 -1.428171 0.0 0.0 0.0
O 2.060893 -0.933891 -0.593708 0.0 0.0 -0.1
C -0.898599 2.145232 0.303076 -0.1 0.0 0.0
O -0.177441 1.163530 0.059777 0.0 -0.1 0.0
H 7.040598 0.297167 -3.888731 0.0 0.0 0.0
H 5.924253 1.511970 -4.531151 0.0 0.0 0.0
H 5.928031 -0.102321 -5.208361 0.0 0.0 0.0
H 6.367921 -0.615719 -1.797852 0.0 0.0 0.0
H 5.693524 -2.062071 0.003309 0.0 0.1 0.0
H 4.919091 -1.878200 2.001452 0.0 0.0 0.0
H 3.227347 -0.815863 2.935353 0.0 0.0 0.0
H 2.450788 -0.619655 1.372939 0.1 0.1 0.1
H 3.955608 1.403146 0.939551 0.0 0.0 0.0
H 4.752737 1.109694 2.478578 0.0 0.0 0.0
H 3.190208 2.871227 2.880236 0.0 0.0 0.0
H 2.504537 1.432590 3.641040 0.0 0.0 0.0
H 1.137722 1.206672 1.477300 0.0 0.0 0.0
H 1.246185 3.999318 2.338811 0.0 0.0 0.0
H -0.772678 5.154692 1.979802 0.0 0.0 0.0
H -2.712963 6.493680 1.541953 0.0 0.0 0.0
H -4.116627 5.432076 1.708167 0.0 0.0 0.0
H -3.712368 6.080127 0.132374 0.0 0.0 0.0
H -3.921203 3.568522 -0.460620 0.0 0.0 0.0
H -3.600476 1.711218 -1.825243 0.0 0.0 0.0
H -3.803671 -0.064240 -2.911775 0.0 0.0 0.0
H -3.782259 -1.452214 -1.823065 0.0 0.0 0.0
H -2.673347 -1.807286 -4.053368 0.0 0.0 0.0
H -1.675642 -2.259154 -2.700720 0.0 0.0 0.0
H -1.394718 0.539586 -3.825653 0.0 0.0 0.0
H -0.705841 -0.809052 -4.715013 0.0 0.0 0.0
H 1.292947 -0.274087 -4.503306 0.0 0.0 0.0
H 3.376924 0.382431 -4.674111 0.0 0.0 0.0
C -4.560218 -3.270045 0.531491 0.0 0.0 0.0
N -3.840581 -4.245071 1.339340 0.0 0.0 0.0
C -4.581513 -5.381368 1.885166 0.0 0.0 0.0
C -2.547865 -4.100133 1.543373 0.0 0.0 0.0
O -1.855628 -3.165126 1.092586 -0.1 0.0 -0.1
H -5.627372 -3.429985 0.656575 0.0 0.0 0.0
H -4.309797 -3.395672 -0.523811 0.0 0.0 0.0
H -4.308140 -2.258870 0.850748 0.0 0.0 0.0
H -5.073354 -5.922298 1.078417 0.0 0.0 0.0
H -5.331706 -5.034265 2.594007 0.0 0.0 0.0
H -3.895697 -6.056392 2.390909 0.0 0.0 0.0
H -2.087676 -4.878627 2.159591 0.0 0.0 0.0
C -1.663210 -1.191200 4.056216 0.0 0.0 0.0
S -1.122863 -0.150721 2.752467 0.1 0.0 0.0
O -1.041703 1.204326 3.229394 0.0 0.0 0.0
O -2.095408 -0.315768 1.624728 0.0 0.0 -0.1
O 0.171600 -0.682306 2.241648 0.0 0.0 0.0
H -2.643349 -0.842972 4.375393 0.0 0.0 0.0
H -0.949477 -1.104470 4.872389 0.0 0.0 0.0
H -1.706344 -2.209512 3.679215 0.0 0.0 0.0
```
Positions in Å, forces in eV/Å.

Properties
Charge: +3
Energy relative to the best compared isomer or geometry (same formula, charge and spin): 161.4 kJ/mol
Lowest unoccupied orbital energy (spin up / spin down): -0.3766 / -0.3829 hartree

=====

(2)
Entry from the OMol25 dataset: C3H11NOS2 as an isolated structure at a distorted geometry (the ωB97M-V functional and the def2-TZVPD basis).

Geometry as XYZ:
```
18
Properties=species:S:1:pos:R:3:forces:R:3
N 0.118471 1.453893 -2.592933 -0.1 -1.1 0.1
C 0.330363 1.249630 -1.140246 0.8 1.4 0.4
C 0.832942 -0.107651 -0.755173 -1.4 -0.2 1.5
S 0.120262 -1.114712 1.099230 -0.1 1.2 1.4
S -1.403439 0.043972 1.778888 0.1 -0.4 -0.1
C -0.550334 1.309350 2.725215 0.5 -0.6 0.4
H 0.741366 0.824655 -3.098691 0.2 0.4 -0.1
H -0.783801 1.063474 -2.844562 -0.2 0.1 0.1
H 1.051184 2.023528 -0.849648 0.0 -0.1 0.1
H -0.601091 1.537726 -0.638384 0.1 -0.4 0.1
H -0.013544 -0.801351 -0.542446 0.5 -0.9 -2.9
H 1.842549 -0.294064 -0.407798 0.1 0.0 -0.6
H -0.159905 2.076906 2.095947 0.1 0.6 -0.5
H -1.224444 1.703170 3.460749 -0.5 0.3 0.2
H 0.279700 0.873426 3.273979 0.0 -0.2 0.0
H 1.395141 -2.509426 -3.245316 0.0 0.1 -0.1
H 1.309688 -1.176471 -2.529112 -0.2 0.0 0.3
O 1.416030 -1.558600 -3.406523 0.1 -0.3 -0.2
```
Positions in Å, forces in eV/Å.

Properties
Energy relative to the best compared isomer or geometry (same formula, charge and spin): 294.8 kJ/mol
Lowest unoccupied orbital energy: -0.0089 hartree

=====

(3)
Entry from the OMol25 dataset: C39H90CaCrF2N6O16PRbS2 as an isolated structure at a distorted geometry (the ωB97M-V functional and the def2-TZVPD basis).

Geometry as XYZ:
```
159
Properties=species:S:1:pos:R:3:forces:R:3
Ca 19.106340 -27.066420 25.580530 0.4 0.9 -1.1
Cr 17.853870 -24.669450 21.882610 0.7 1.5 -1.6
Rb 15.630910 -28.265450 24.350620 -0.3 0.2 -0.7
S 17.282680 -24.919360 25.032770 0.1 3.6 1.3
O 17.063910 -26.224370 25.616360 -2.0 -3.8 0.8
O 16.970420 -24.833080 23.591260 -1.4 -0.2 2.1
O 16.651010 -23.934500 25.908470 -0.1 -0.5 -1.3
O 18.737380 -24.790120 25.182530 2.3 -0.2 0.3
S 19.400000 -27.300700 22.709020 2.4 -3.4 -4.7
O 19.976140 -28.496960 22.043800 -1.1 1.7 0.8
O 18.230430 -27.566800 23.470230 -4.7 -1.9 2.9
O 20.324840 -26.842680 23.697240 3.4 1.9 2.9
O 19.046990 -26.259580 21.737060 1.2 -0.4 -0.6
O 16.255820 -25.757230 21.220930 -4.3 -2.4 -1.7
P 15.078070 -26.690950 20.839120 1.4 -1.7 2.0
O 14.372660 -27.634740 21.865690 1.2 3.4 -2.4
F 15.758890 -27.850770 19.879650 -1.5 2.4 0.1
F 14.025270 -25.775990 19.863150 1.7 -2.2 1.8
C 20.794470 -22.046410 24.348240 1.4 0.4 1.2
C 19.601410 -22.032920 23.427240 1.1 -0.3 0.3
C 19.858330 -20.845900 22.471800 -2.1 -0.6 -0.4
O 18.594120 -20.456470 21.829270 1.8 -0.9 0.5
C 18.390140 -19.087790 21.761560 -1.4 0.4 -0.7
N 19.471980 -23.433940 22.984630 -0.6 0.9 -1.5
H 21.756770 -22.068400 23.836780 0.0 -0.1 -0.7
H 20.864370 -22.925440 24.988960 -0.5 0.0 0.1
H 20.903560 -21.161910 24.975820 -0.4 0.1 0.2
H 18.712910 -21.783780 24.007400 -0.2 0.0 -0.1
H 20.571010 -21.007750 21.663100 0.3 -0.3 0.2
H 20.225900 -20.065000 23.137530 -0.1 0.3 -0.2
H 19.208810 -18.470330 21.391930 0.5 -0.1 0.5
H 17.914370 -18.741810 22.679180 0.5 0.5 0.3
H 17.630730 -18.961270 20.989940 -0.2 0.1 -0.1
H 20.360410 -23.813490 22.690140 0.3 0.2 -0.2
H 19.205170 -23.954050 23.808270 0.4 0.0 0.3
C 18.593960 -22.836460 18.043180 -0.8 1.1 -2.3
C 18.477240 -22.812420 19.521790 -0.4 -0.6 0.3
C 17.121660 -22.412390 20.034900 -1.6 0.6 -0.9
O 16.938130 -22.788090 21.377430 0.7 0.1 0.1
C 15.748690 -22.300750 22.000050 1.3 -0.3 -0.1
N 18.536450 -24.243540 19.824060 0.3 -0.4 2.1
H 17.642800 -23.126770 17.596960 -0.3 -0.9 0.3
H 19.337290 -23.572730 17.737460 0.1 0.3 -0.2
H 18.667550 -21.928120 17.445190 0.9 0.6 0.6
H 19.284200 -22.276420 20.021410 -0.1 -0.1 0.1
H 16.316020 -22.859650 19.452670 0.1 -1.1 -0.4
H 16.820140 -21.398150 19.773160 0.7 0.9 0.9
H 14.924080 -22.956430 21.720420 -0.4 0.6 -0.4
H 15.794410 -21.256740 21.690130 -1.2 0.2 0.4
H 15.908300 -22.438050 23.069530 -0.1 0.4 0.0
H 17.913370 -24.692730 19.168230 0.0 -0.5 -0.1
H 19.489630 -24.555650 19.705130 0.2 -0.5 -0.1
C 20.147780 -30.372850 19.398180 0.8 -0.7 0.2
C 18.973720 -29.554380 18.977250 -0.2 0.4 1.2
C 18.373140 -29.959050 17.632700 -0.1 0.7 1.2
O 19.288330 -29.608690 16.653910 1.1 -0.3 -2.3
C 19.010120 -30.132800 15.318600 -0.6 0.5 1.6
N 18.026280 -29.577420 20.103370 -0.7 -0.6 -0.1
H 20.454740 -30.164210 20.423040 0.1 0.6 -0.1
H 20.985010 -30.208990 18.719730 0.1 -0.3 0.0
H 19.894840 -31.430160 19.477020 -0.1 -0.2 -0.5
H 19.276900 -28.509010 19.035510 0.5 0.3 -1.4
H 17.470210 -29.351170 17.575300 -0.5 -0.2 -0.5
H 18.148860 -31.024900 17.590530 -0.2 -0.2 0.2
H 17.973340 -29.873380 15.104380 -0.1 0.3 -0.5
H 19.041470 -31.220920 15.262760 0.3 -0.2 0.3
H 19.709440 -29.712070 14.596080 -0.1 0.1 0.3
H 18.578900 -29.146830 20.830900 0.1 -0.4 0.6
H 17.306740 -28.880800 19.972610 -0.1 -0.2 -0.4
C 22.742550 -25.173570 18.510650 -0.7 -0.4 1.4
C 22.894220 -26.083330 19.843540 -1.0 0.8 0.4
C 24.241390 -26.720270 19.862780 1.4 -0.8 -0.8
C 25.335540 -25.797820 20.269190 -0.6 1.9 0.1
C 25.000740 -25.325340 21.665510 -0.2 -1.3 0.7
C 23.584320 -24.732930 21.910700 1.3 1.8 1.1
N 22.591410 -25.441390 21.159730 2.7 -1.9 -0.8
O 21.355790 -24.885430 21.199100 -1.1 1.1 -0.2
C 23.276440 -24.903300 23.492060 0.0 0.5 -2.1
C 23.631800 -23.251200 21.486510 0.3 0.4 -0.1
C 21.941930 -27.251790 19.801760 -0.5 -0.6 -1.3
H 21.699610 -25.126830 18.197290 -0.2 -0.5 0.0
H 23.327070 -25.620090 17.706250 0.0 0.2 0.0
H 22.932470 -24.106460 18.625950 0.8 -0.1 0.3
H 24.308050 -27.611120 20.487320 -0.4 0.0 0.3
H 24.383310 -27.093710 18.848620 0.2 -0.1 -0.1
H 25.251330 -24.868230 19.706280 0.4 0.0 -0.8
H 26.366120 -26.146730 20.203750 -0.2 -0.3 0.0
H 25.825790 -24.696120 21.999410 -0.4 0.3 0.5
H 24.980240 -26.241520 22.255680 0.4 -0.1 0.5
H 23.883210 -24.321950 24.186310 0.5 0.0 -0.4
H 22.272160 -24.505020 23.636610 -0.2 -0.7 0.2
H 23.422250 -25.971790 23.650670 -0.6 0.1 0.4
H 22.656790 -22.763920 21.485260 -0.1 -0.1 0.0
H 24.317600 -22.625570 22.057800 -0.1 -0.2 0.6
H 24.064590 -23.157920 20.490470 -0.3 -0.2 -0.3
H 20.923060 -26.904980 19.629360 -0.1 -0.3 0.1
H 22.002480 -27.955310 20.632120 -0.1 0.7 0.5
H 22.241600 -27.895500 18.974760 -0.3 0.1 -0.6
H 20.823760 -25.610920 21.534070 -0.8 0.0 0.1
C 14.341990 -22.694030 15.655550 0.7 0.8 -0.1
C 13.818390 -23.995560 16.179420 -1.2 -2.1 0.5
C 12.998330 -24.719360 15.112280 -0.7 1.5 -1.0
C 13.882190 -25.286040 14.031680 -0.6 -1.0 0.1
C 14.852840 -26.339860 14.556400 -0.2 0.5 0.5
C 15.691340 -25.817920 15.745170 0.1 -0.3 0.3
N 14.762810 -25.068160 16.673170 -1.2 -0.2 -3.1
O 15.387820 -24.619620 17.785190 1.6 0.8 1.7
C 16.254850 -27.009470 16.551670 -0.1 -0.2 -1.1
C 16.899860 -25.053380 15.193350 0.0 1.4 0.9
C 12.852310 -23.692450 17.347530 0.9 -0.2 0.4
H 13.547620 -22.110470 15.190210 -0.2 -0.2 -0.1
H 15.135450 -22.797700 14.915430 0.0 0.1 0.1
H 14.665010 -22.062830 16.483400 0.5 -0.1 0.0
H 12.128870 -25.294920 15.429870 0.7 -0.9 0.7
H 12.434220 -23.948090 14.587860 -0.1 0.6 -0.1
H 14.327810 -24.433670 13.518850 0.5 -0.2 -0.1
H 13.238780 -25.798650 13.316600 0.0 0.1 -0.3
H 15.454320 -26.685280 13.715560 0.4 -0.1 0.3
H 14.282910 -27.192710 14.925080 -0.2 -0.1 -0.1
H 16.813020 -26.784680 17.460530 -0.3 0.3 0.0
H 15.473630 -27.749360 16.725920 0.0 0.1 0.4
H 16.958450 -27.472510 15.859830 0.2 -0.3 0.1
H 17.516310 -24.764770 16.044700 0.2 0.0 0.1
H 17.562660 -25.568260 14.497880 -0.4 -0.4 0.0
H 16.596720 -24.105140 14.749450 0.0 -0.1 -0.3
H 11.887210 -23.340270 16.983320 0.1 0.0 0.1
H 13.302520 -22.978790 18.037530 -0.1 0.4 -0.2
H 12.768140 -24.579310 17.975620 -0.6 -0.3 -0.3
H 14.781690 -24.925670 18.463820 0.4 0.0 0.6
C 13.547810 -24.472020 24.433230 1.2 -0.4 0.1
C 12.787700 -23.287490 25.019890 -0.2 0.4 -0.9
C 11.517490 -23.931730 25.644000 -1.3 0.9 0.3
C 10.714470 -23.033230 26.617150 1.3 0.7 0.3
C 11.755570 -22.438910 27.648090 0.3 0.3 -0.9
C 13.036550 -21.687600 26.994780 -1.0 -1.3 0.1
N 13.661050 -22.614200 25.987700 -1.3 -0.7 2.2
O 14.859030 -22.134460 25.457480 -1.0 1.3 -0.7
C 12.511710 -20.354760 26.399100 0.1 0.3 0.5
C 14.010320 -21.478240 28.199770 0.3 0.3 -1.2
C 12.376510 -22.355340 23.808180 -0.2 0.4 -0.2
H 14.446150 -24.192670 23.882720 -0.3 0.3 -0.5
H 12.934870 -25.157350 23.847800 -0.1 0.3 -0.2
H 14.011520 -25.058700 25.226250 -0.3 -0.1 0.5
H 10.869290 -24.170470 24.800830 0.0 0.0 -0.2
H 11.608340 -24.892420 26.150880 1.0 0.0 0.0
H 9.855890 -23.532790 27.065900 0.5 -0.6 0.5
H 10.145720 -22.266740 26.090720 0.6 0.6 -0.3
H 12.157750 -23.176050 28.343050 0.0 -0.6 -0.4
H 11.331000 -21.709090 28.337440 -0.3 0.2 -0.2
H 13.220890 -19.527120 26.385610 0.4 -0.2 0.0
H 12.110110 -20.407180 25.387140 0.0 -0.3 0.3
H 11.713720 -20.024390 27.064060 -0.2 0.2 -0.1
H 13.547460 -21.060060 29.093630 -0.3 0.2 -0.2
H 14.522610 -22.390170 28.506440 -0.3 -0.2 -0.3
H 14.790620 -20.801260 27.852020 0.1 0.1 0.2
H 13.123830 -21.631770 23.482520 0.9 -0.5 0.2
H 11.571370 -21.630940 23.931080 -0.6 -0.5 0.7
H 12.098330 -22.930500 22.925060 0.1 -0.3 0.0
H 15.513870 -22.789710 25.709330 0.5 -0.5 0.2
```
Positions in Å, forces in eV/Å.

Properties
Lowest unoccupied orbital energy (spin up / spin down): -0.0624 / -0.0626 hartree
Multiplicity: 5

=====

(4)
Entry from the OMol25 dataset: a 2-piece molecular cluster, C10H10BrNS overall at a distorted geometry (the ωB97M-V functional and the def2-TZVPD basis).

Geometry as XYZ:
```
23
Properties=species:S:1:pos:R:3:forces:R:3
C 3.973689 0.199896 -0.578760 -5.8 1.2 -0.6
C 0.382811 -3.241375 0.175822 0.1 -1.4 1.7
C 0.834807 -2.338983 1.151612 -0.8 0.4 1.6
C 0.394388 -2.807437 -1.139365 -0.8 -0.3 0.7
C 1.295225 -1.107012 0.758102 0.1 1.0 1.0
C 0.711813 -1.511883 -1.460372 0.5 -0.9 -0.4
C 1.279793 -0.697182 -0.555748 1.0 1.2 0.5
C -1.017143 2.036186 -0.540869 -2.5 2.1 0.0
C 0.171337 2.885568 -0.317043 2.0 0.2 -0.5
C 1.959051 0.601364 -0.891497 2.4 -0.8 0.2
N 5.083708 -0.018283 -0.494888 2.3 -0.5 0.2
S 1.701235 1.951784 0.235601 0.0 0.8 0.3
Br 1.984151 1.044032 -2.760899 -0.1 0.2 0.2
H 0.057553 -4.269190 0.589694 0.5 1.7 -1.4
H 0.702421 -2.438084 2.287468 0.4 -0.6 -2.0
H 0.082424 -3.369869 -1.975959 -0.5 -1.1 -0.4
H 1.584153 -0.321465 1.455942 0.2 -0.6 0.3
H 0.623870 -1.222225 -2.452969 -0.1 0.5 -1.7
H -1.220378 1.310073 0.159185 -0.2 -1.6 2.0
H -2.023238 2.580277 -0.690806 1.7 -0.4 0.1
H -0.769278 1.547356 -1.427051 -0.2 -1.1 -1.7
H 0.282373 3.776738 0.323579 -0.8 -0.6 0.1
H 0.393739 3.204944 -1.324375 0.6 0.7 -0.2
```
Positions in Å, forces in eV/Å.

Properties
Energy relative to the best compared isomer or geometry (same formula, charge and spin): 306.8 kJ/mol
Lowest unoccupied orbital energy: -0.0324 hartree

=====

| no. | E (hartree) |
| --- | --- |
| 1 | -2426.589637 |
| 2 | -1047.155074 |
| 3 | -6156.138954 |
| 4 | -3413.873106 |